Record 1
This record from the OMol25 dataset describes a structure of composition C5H6MgO4Rb. The level of theory is ωB97M-V/def2-TZVPD.

Multiplicity ... 2
Total energy ... -19570.9435 eV
Relative energy (zero: lowest compared OMol25 entry of this formula, charge and spin) ... 24.5 kJ/mol
<S²> ... 0.751

Structure (XYZ):
```
17
Properties=species:S:1:pos:R:3:forces:R:3
C 1.252757 -1.957975 0.128141 0.1 0.1 0.8
C 0.072459 -2.615606 -0.595175 -0.2 -0.4 -0.1
C -1.263723 -2.212018 -0.049268 0.0 0.2 -0.1
C -2.138403 -1.372175 -0.667874 -0.4 0.3 0.9
O -3.201476 -0.841956 -0.118842 0.3 -0.2 -0.5
O 1.676394 -0.723912 -0.364895 -0.2 0.8 -1.0
Mg 1.252728 0.325415 -1.922725 0.1 -0.8 1.0
Rb -3.142490 0.261874 2.196160 0.2 -0.2 -0.3
H 2.085364 -2.685065 0.196109 0.0 0.3 -0.2
H 0.926457 -1.781377 1.173450 0.1 -0.3 -0.1
H 0.207170 -3.709214 -0.523044 0.0 0.2 0.0
H 0.134608 -2.379792 -1.670097 0.0 0.0 0.1
H -1.516521 -2.579926 0.957852 0.1 0.2 -0.3
H -1.920902 -1.090115 -1.717460 0.0 0.0 0.0
O 0.185917 1.089449 2.443556 1.0 -1.6 -0.6
O 1.768710 2.243251 1.267992 0.4 -2.3 0.0
C 1.100551 1.425693 1.786500 -1.4 3.7 0.4
```
Forces are in eV/Å.

=====

Record 2
This record from the OMol25 dataset describes a structure of composition C5H6N. The level of theory is ωB97M-V/def2-TZVPD.

Total energy ... -6760.2421 eV
Relative energy (zero: lowest compared OMol25 entry of this formula, charge and spin) ... 476.2 kJ/mol
Total charge ... +1

Structure (XYZ):
```
12
Properties=species:S:1:pos:R:3:forces:R:3
C -0.143759 -1.219401 -1.183800 -0.1 0.1 0.4
C 0.296098 0.790622 -0.516140 -0.4 -1.9 -1.1
C 0.025686 0.321495 0.663414 0.5 2.0 -0.5
C 0.232931 -0.016532 -1.912983 0.2 1.6 1.1
C -0.092949 0.654012 2.071059 -0.1 0.1 0.8
N -0.216009 -0.925401 0.071851 -0.3 -1.6 -0.5
H -0.379730 -2.215690 -1.523471 0.0 -0.1 -0.1
H 1.187908 0.004150 -2.437994 0.0 -0.1 0.1
H -0.540726 0.405358 -2.557131 0.0 0.0 0.1
H 0.826806 0.409325 2.607134 0.0 0.0 -0.1
H -0.901952 0.074737 2.516840 0.0 0.0 -0.1
H -0.294303 1.717326 2.201221 0.0 -0.1 -0.1
```
Forces are in eV/Å.

=====

Record 3
This record from the OMol25 dataset describes the ion C5H6N with charge +1. The level of theory is ωB97M-V/def2-TZVPD.

SMILES ... [NH2+]=C[C@@]12C=C1C2
Total energy ... -6759.8334 eV
Relative energy (zero: lowest compared OMol25 entry of this formula, charge and spin) ... 515.6 kJ/mol
Total charge ... +1

Structure (XYZ):
```
12
Properties=species:S:1:pos:R:3:forces:R:3
N 0.697772 -1.369682 0.859247 1.7 -4.4 2.3
C 1.054969 -0.294539 0.406667 0.3 4.6 -3.1
C 0.070867 0.694272 0.134462 -2.2 1.8 -0.1
C -1.409814 0.427240 0.566501 1.5 -0.7 1.1
C -1.316093 0.169129 -0.705038 -0.9 0.2 -0.4
C -0.256214 1.092067 -1.261814 -0.7 1.3 0.8
H 1.394984 -2.057227 1.149876 -0.6 -0.2 -0.1
H -0.258751 -1.484816 1.003183 -1.9 -0.9 0.6
H 2.022820 -0.085500 0.021381 1.1 -0.1 0.4
H -1.810850 0.149036 1.553024 -0.1 0.5 -0.8
H -0.567928 2.032243 -1.773156 -0.4 -0.2 1.7
H 0.378237 0.727777 -1.954333 2.2 -1.9 -2.3
```
Forces are in eV/Å.

=====

Record 4
This record from the OMol25 dataset describes a structure of composition C5H6N. The level of theory is ωB97M-V/def2-TZVPD.

Total energy ... -6756.2282 eV
Relative energy (zero: lowest compared OMol25 entry of this formula, charge and spin) ... 863.5 kJ/mol
Total charge ... +1

Structure (XYZ):
```
12
Properties=species:S:1:pos:R:3:forces:R:3
C 1.060534 -1.698401 0.051137 1.4 2.9 0.1
C 2.098460 -0.109895 -0.099587 -0.5 -3.0 0.1
C 1.022343 0.899245 0.002002 -0.3 -1.6 -0.7
C -0.170051 0.377235 0.722525 0.6 -3.3 -2.7
C -0.051943 -1.101255 0.393882 0.1 1.9 0.8
N -1.183758 -0.410516 -0.133935 -1.3 0.0 -0.7
H 1.231019 -2.672743 -0.346750 0.4 -0.2 -0.5
H 1.324992 1.727712 0.530462 1.3 2.5 0.4
H 0.997397 1.062138 -1.141732 -0.4 0.2 1.3
H -0.413884 0.609355 1.720303 -0.9 0.7 0.8
H -2.105662 -0.509233 0.332785 0.3 0.0 -0.9
H -1.121163 -0.298488 -1.204569 -0.7 -0.1 2.1
```
Forces are in eV/Å.